# 1
Formula: C24H50B3FO35S9
Source: the Open Molecules 2025 dataset
Level of theory: wB97M-V/def2-TZVPD

The geometry in XYZ format:
```
122
Properties=species:S:1:pos:R:3:forces:R:3:mulliken_charge:R:1
C 4.625277 -3.081282 5.783501 0.0373 0.4639 0.5682 -0.938
C 3.529159 -1.967464 5.979672 -0.7601 -0.1752 -1.2107 -0.389
C 3.247913 -1.146624 4.652631 0.9580 -0.6344 -0.0511 -0.277
C 4.531413 -0.440851 4.084969 0.0127 0.5967 0.6081 -0.519
C 4.595390 1.093852 4.435625 0.8339 -0.6325 -0.0436 -0.465
C 6.000154 1.630086 3.971531 -0.8690 -0.0459 0.3658 -0.481
B 6.320744 3.109754 4.430636 -0.1641 0.3233 -1.2648 0.537
O 7.536019 3.713271 3.969052 0.1999 -0.9671 1.7140 -0.179
B 8.269461 3.884263 5.163035 -0.6691 0.8047 -0.5383 0.501
S 9.793332 2.863421 5.447340 0.2393 -0.2944 0.2034 -0.396
O 7.733127 4.815864 6.065704 -0.7624 -1.5606 -0.5923 -0.461
B 6.318368 4.783018 6.069833 -0.9953 0.8620 0.7886 0.511
C 5.512836 5.799012 7.026800 0.3917 -0.1619 -0.5099 -0.554
C 4.253863 6.412558 6.333889 0.6852 0.5389 0.7876 -0.314
F 3.263641 5.462852 6.046570 0.6975 0.4541 0.0935 -0.273
O 5.550997 3.894563 5.297393 1.8817 -0.4687 0.0884 -0.589
H 5.335637 -3.011796 6.641487 -0.2349 -0.1298 -0.8073 0.275
H 4.212609 -4.114394 5.824375 0.1359 0.7925 -0.2161 0.232
H 5.170669 -2.932972 4.822151 -0.2783 -0.2702 0.7843 0.260
H 2.559357 -2.502530 6.209393 1.0802 1.0261 0.2980 0.102
H 3.803114 -1.211351 6.745441 -0.2068 -0.7858 -0.1100 0.468
H 2.478940 -0.363923 4.847008 0.2742 -0.7247 -0.2580 0.401
H 2.910738 -1.902615 3.906558 -0.1117 0.8068 0.4507 -0.086
H 5.454455 -0.884688 4.538011 -0.7291 0.1927 -0.3206 0.218
H 4.661407 -0.581842 2.982437 -0.3121 0.1876 0.7689 0.284
H 3.739913 1.660982 4.006797 0.6193 -0.3300 0.1043 0.336
H 4.555394 1.245242 5.542876 -0.1986 -0.2643 -0.7421 0.230
H 6.138476 1.458147 2.877010 0.0027 0.3023 0.6985 0.066
H 6.770421 0.976865 4.468337 -0.4221 0.5376 -0.4085 0.257
H 9.332006 1.913821 6.323824 -0.1008 0.8513 -0.3824 0.133
H 6.251697 6.605177 7.271446 -0.8354 -0.3559 -0.0863 0.244
H 5.234653 5.318178 7.991112 0.1180 0.2155 -0.5941 0.324
H 3.800786 7.169492 7.019370 0.1982 -0.5472 -0.6238 0.299
H 4.589975 6.922967 5.403775 -0.5634 -0.4234 0.3802 0.248
C 0.847932 -4.212738 2.816080 0.0511 -0.3636 -0.4729 -0.166
C -0.464010 -4.747312 3.346633 -0.3636 0.4187 -0.0176 -0.423
O -0.107133 -5.510187 4.505662 0.6806 0.0446 0.0071 -0.327
S 1.178937 -4.838296 5.205312 -0.4054 -0.0950 -0.5933 1.044
O 0.732097 -4.013204 6.271293 0.2465 -0.1163 0.0789 -0.572
O 2.167203 -5.841480 5.373955 -0.0944 0.0662 0.2964 -0.544
O 1.614245 -3.886961 3.980885 -0.4086 -0.1521 0.4233 -0.132
H 1.389093 -4.977971 2.254483 -0.0406 0.0225 -0.0162 0.296
H 0.713440 -3.333541 2.189996 0.1101 0.0844 0.2073 0.191
H -0.982308 -5.367782 2.622854 0.0829 -0.1789 0.2185 0.358
H -1.122572 -3.935671 3.666586 0.0009 -0.0022 -0.0851 0.284
C -1.403873 -0.822319 -0.517997 -0.3053 0.4248 -0.3817 -0.319
C -2.637006 -1.045792 0.328332 0.1950 0.3781 0.5552 0.127
O -3.098070 -2.354617 -0.036372 0.4183 -0.3582 -0.5664 -0.314
S -1.835964 -3.274221 -0.413840 -0.2033 1.0398 0.1949 0.929
O -1.490908 -4.057631 0.721171 0.1112 -0.1895 -0.3639 -0.420
O -2.066811 -3.848367 -1.692307 0.0016 -0.2385 0.2212 -0.491
O -0.748477 -2.097386 -0.560274 -0.2795 -0.5169 0.3409 -0.347
H -1.668829 -0.541304 -1.539761 0.0059 0.0184 0.0374 0.294
H -0.744208 -0.067185 -0.096138 0.1426 -0.2310 0.0283 0.347
H -3.407255 -0.299771 0.145767 -0.1037 -0.2180 -0.0655 -0.084
H -2.389877 -1.058805 1.392800 -0.0051 0.0485 -0.0298 0.253
C -7.853836 0.623001 -0.672310 -0.5092 0.1207 -0.3624 -0.293
C -6.884014 0.515029 -1.829962 0.2872 -0.5841 0.1874 -0.324
O -6.086315 1.700621 -1.754391 0.0269 -2.9214 3.4980 -0.251
S -5.922224 2.123780 -0.211956 -0.4693 -0.9087 -0.7791 0.904
O -4.673524 1.631185 0.264194 -0.0210 0.3015 0.2544 -0.604
O -6.304300 3.482216 -0.078915 0.3771 -0.0394 0.2147 -0.395
O -7.093081 1.195309 0.393133 0.5791 0.0810 -0.0205 -0.337
H -8.678193 1.301111 -0.906988 0.0093 -0.0372 -0.0229 0.266
H -8.255226 -0.344275 -0.376490 0.1430 0.0704 0.2090 0.349
H -7.388543 0.455655 -2.793040 0.1242 0.2931 -0.0296 0.316
H -6.222754 -0.348453 -1.712535 -0.1117 -0.0683 -0.0443 0.198
C 9.680939 1.791611 -0.075811 -0.1285 0.5120 -0.2007 -0.279
C 8.364338 1.524651 0.623870 0.2259 -0.0757 0.5851 -0.216
O 7.672321 0.612587 -0.234088 0.3281 0.0276 -0.5103 -0.315
S 8.745552 -0.335085 -0.976443 0.0790 0.3936 0.3214 1.107
O 8.832668 -1.559435 -0.264850 0.0594 -0.0464 -0.2619 -0.542
O 8.500843 -0.279371 -2.372024 -0.1099 -0.2003 0.0926 -0.529
O 10.061526 0.535078 -0.643221 -0.4259 -0.3223 0.2106 -0.326
H 9.558873 2.510482 -0.889729 -0.0083 0.0099 0.0439 0.302
H 10.447531 2.148531 0.609132 0.0781 -0.2389 -0.0548 0.309
H 7.780634 2.430702 0.772575 -0.1377 -0.1248 -0.1619 0.274
H 8.520312 1.031522 1.586859 0.0280 0.0941 0.0138 0.216
C -0.788237 -4.247289 -5.277298 -0.4630 0.3422 0.1656 -0.315
C -1.169399 -5.389222 -4.360385 0.4434 0.0271 0.4285 -0.261
O -1.722816 -6.386004 -5.228807 -0.0183 0.2654 -0.6942 -0.321
S -0.984869 -6.311968 -6.655757 -0.0008 0.4731 0.9091 1.197
O 0.035301 -7.299300 -6.690451 -0.1112 0.0160 -0.4317 -0.571
O -1.976787 -6.201813 -7.666528 0.0404 -0.3285 0.0149 -0.541
O -0.285507 -4.874784 -6.461756 -0.0092 -0.5937 0.0570 -0.300
H -1.661504 -3.650708 -5.551823 0.0197 -0.0055 0.0341 0.313
H -0.032192 -3.599447 -4.838538 0.1344 -0.1252 -0.1963 0.297
H -1.891560 -5.091848 -3.604768 -0.1060 -0.1965 -0.1880 0.283
H -0.289408 -5.816329 -3.872892 -0.0175 0.0589 0.0170 0.268
C -6.811536 6.250342 1.643623 0.5454 -0.2238 0.1314 0.056
C -7.754726 5.713765 2.698637 -0.2814 -0.3417 -0.3869 -0.327
O -8.235632 6.874994 3.382779 0.3264 0.4328 -0.1730 -0.342
S -8.317103 8.106301 2.343946 0.2701 -0.5482 -0.1238 1.105
O -9.653430 8.213396 1.876558 0.1065 0.2638 0.0069 -0.529
O -7.613366 9.205874 2.898986 -0.2707 0.0471 0.0537 -0.542
O -7.425214 7.455077 1.172205 -0.5543 0.0233 0.3687 -0.305
H -5.840971 6.508631 2.074929 -0.0292 -0.0249 0.0230 0.268
H -6.667871 5.549276 0.824734 -0.1459 0.2295 -0.0971 0.051
H -7.262045 5.035387 3.391763 -0.0420 0.2212 0.1606 0.322
H -8.611228 5.209065 2.244177 0.0656 -0.0374 -0.0194 0.308
C -7.498683 4.804770 -5.615717 0.0716 -0.3521 -0.3872 -0.379
C -8.819088 4.282919 -5.085816 -0.3101 0.5364 -0.0725 -0.337
O -8.474061 3.534752 -3.914344 0.5909 -0.1362 -0.0405 -0.339
S -7.185841 4.209392 -3.213032 0.1841 0.3155 -0.7505 1.241
O -7.634790 5.051049 -2.164435 0.2006 -0.1049 0.0541 -0.533
O -6.207730 3.193071 -3.014259 -0.7832 3.4841 -2.5413 -0.471
O -6.738975 5.144880 -4.453563 -0.4991 -0.0616 0.3695 -0.327
H -6.956668 4.029115 -6.162541 -0.0471 0.0207 -0.0269 0.272
H -7.625929 5.675843 -6.255462 0.1072 0.0881 0.1975 0.318
H -9.336881 3.652302 -5.805194 0.0741 -0.1842 0.1904 0.317
H -9.475586 5.102008 -4.782482 0.0123 -0.0075 -0.0603 0.298
C -0.208586 -6.620214 -10.195251 -0.4046 0.1102 0.3376 -0.074
C -0.896889 -7.638193 -11.079117 0.4236 -0.4444 0.0960 -0.325
O -1.249522 -6.914811 -12.262360 0.1057 0.5838 0.1282 -0.331
S -0.141064 -5.776603 -12.538295 -0.0530 -0.3723 0.5185 1.103
O 0.784298 -6.271177 -13.494545 -0.0176 0.2900 -0.0455 -0.533
O -0.806944 -4.533430 -12.694238 0.0579 -0.0868 -0.2565 -0.543
O 0.564081 -5.810479 -11.091277 -0.0691 -0.2929 -0.5985 -0.340
H -0.933141 -5.979145 -9.695248 0.0145 -0.0562 -0.0490 0.190
H 0.435495 -7.087095 -9.452061 0.1578 0.1152 -0.1436 0.261
H -1.780832 -8.065142 -10.610545 -0.1131 0.1767 -0.1807 0.295
H -0.213677 -8.442168 -11.365269 -0.0193 -0.0028 0.0590 0.300
```
Positions in Å, forces in eV/Å.


# 2
Formula: C24H50BCaCl4F7ILiN3O13S2SiV
Source: the Open Molecules 2025 dataset
Level of theory: wB97M-V/def2-TZVPD

The geometry in XYZ format:
```
109
Properties=species:S:1:pos:R:3:forces:R:3:mulliken_charge:R:1
C -0.856348 -0.695614 -4.638645 -0.1656 -0.1430 0.2111 -1.075
C -0.891865 -1.754999 -3.590743 0.1811 -0.2786 -0.6412 0.701
O -0.430389 -2.847751 -3.694608 -0.0391 0.1441 0.4397 -0.459
O -1.518804 -1.348713 -2.389313 0.0129 0.0484 0.2497 -0.136
C -2.827616 -1.713526 -2.320882 -0.6640 -0.4609 -0.4876 0.473
O -3.379540 -2.233204 -3.256095 0.2610 0.0778 0.0455 -0.406
C -3.500756 -1.471216 -1.012532 0.3157 0.6500 0.4677 -0.493
B -2.963953 -2.442182 0.132981 0.0424 0.0111 -0.6241 -0.235
C -1.667630 -2.044858 0.900630 -0.3782 -0.5335 0.3908 -0.672
C -1.217508 -3.036268 1.984641 0.0307 0.9801 0.4995 0.130
O 0.171923 -2.935763 2.283321 -0.2717 -0.5858 -0.4570 -0.473
Si 1.289478 -3.861009 1.479421 0.5731 0.2477 0.3354 0.519
C 2.828222 -3.885089 2.535451 -0.2602 -0.5247 -0.2120 -0.675
C 1.790405 -3.058981 -0.146153 -0.5008 -0.0051 0.0530 -0.544
C 0.812103 -5.665152 1.321270 -0.2009 0.1360 0.4127 -0.682
C -3.808571 -3.758969 0.484033 0.3344 0.0023 0.5159 -1.184
C -3.288691 -5.073663 -0.134171 -0.5359 -0.2354 0.0258 -0.025
C -4.436547 -5.770590 -0.882258 -0.3744 0.4648 0.1670 -1.840
I -1.683120 -4.826202 -1.525048 0.0142 0.0041 -0.0570 0.126
H -0.215348 0.115616 -4.295186 -0.0896 0.1281 -0.0564 0.296
H -1.874444 -0.336677 -4.786552 0.0386 0.1877 0.0010 0.327
H -0.478906 -1.121300 -5.561666 0.0914 0.0209 -0.0057 0.358
H -3.262994 -0.447461 -0.702968 0.0935 -0.0023 0.0146 0.332
H -4.576296 -1.507787 -1.172576 -0.0014 -0.2083 -0.1821 0.284
H -1.969910 -1.120791 1.416196 0.1556 0.1797 -0.1227 0.470
H -0.856517 -1.752786 0.232005 -0.0243 -0.0216 -0.1069 0.280
H -1.542630 -4.061659 1.796117 0.3497 -0.1274 -0.1618 -0.128
H -1.723985 -2.728772 2.901756 -0.0860 -0.3081 0.1022 0.207
H 3.104553 -2.910325 2.931271 0.1584 -0.0531 -0.1356 -0.147
H 2.693882 -4.616519 3.341834 -0.1030 0.0846 0.1217 0.393
H 3.644506 -4.261425 1.891378 0.2501 0.2964 0.0544 0.243
H 0.954363 -2.776674 -0.789435 -0.0592 -0.0894 -0.0279 -0.198
H 2.321411 -2.137778 0.101214 0.1768 -0.0382 -0.0790 0.281
H 2.431865 -3.719586 -0.732687 0.1497 0.0875 0.0006 0.344
H 1.497112 -6.167783 0.628712 -0.1452 -0.1336 -0.6140 0.356
H 0.937858 -6.137042 2.320836 0.1093 0.1682 0.1078 0.565
H -0.204410 -5.862036 0.989363 0.0831 -0.1116 -0.3100 -0.275
H -4.868469 -3.641900 0.237913 0.0121 0.1918 -0.1617 0.423
H -3.770149 -3.883607 1.571480 -0.0946 -0.0489 0.0296 0.251
H -2.955933 -5.783435 0.619145 0.2218 0.1722 0.1005 0.781
H -4.649392 -5.132743 -1.765139 0.3594 -0.0994 -0.1903 0.255
H -5.305522 -5.702382 -0.185424 0.0917 -0.2848 0.1626 0.753
H -4.220506 -6.812257 -1.131952 0.0155 0.0250 -0.2225 0.422
Li 3.242553 -6.547812 1.447076 -0.6984 0.1614 1.2787 0.944
F 1.774979 -6.489644 3.861255 0.6557 -0.1405 -0.8224 -0.804
C -9.377798 -0.214171 -6.682574 0.2520 0.0107 -0.4946 0.679
F -10.498217 0.489412 -6.619055 -0.0107 -0.0569 0.1646 -0.192
F -9.474071 -1.096596 -7.675927 -0.0444 -0.0397 0.0941 -0.220
F -8.363067 0.606930 -6.951507 -0.0134 0.0055 0.1110 -0.222
S -9.106560 -1.071672 -5.078318 -1.0191 0.6222 0.0929 1.033
O -10.210756 -1.969160 -4.916746 0.3082 -0.3399 -0.1584 -0.633
O -8.961914 -0.039676 -4.099069 0.4607 -0.0457 -0.0550 -0.625
N -7.722460 -1.806356 -5.474632 -0.2331 -0.3703 0.5694 -0.284
S -7.060706 -2.694237 -4.409942 0.7786 0.7522 -0.3123 0.791
O -7.763668 -3.948374 -4.102299 0.0941 -1.6747 1.2559 -0.735
O -6.501403 -2.048025 -3.251419 -0.0392 -0.3836 0.3523 -0.564
C -5.623932 -3.282217 -5.392112 0.0711 0.3156 -0.6225 0.756
F -4.850253 -2.277506 -5.759748 0.0093 -0.0772 0.1842 -0.196
F -6.021437 -3.929319 -6.482506 -0.0264 -0.1388 0.1688 -0.228
F -4.899282 -4.141154 -4.638485 -0.1439 -0.2116 0.1942 -0.239
C -0.903876 4.131490 2.581831 -0.1749 0.0656 -0.0100 0.115
O -1.673831 3.250366 2.286409 0.0981 -0.0799 -0.0699 -0.487
N 0.453092 4.031216 2.414888 0.0392 0.0976 -0.0599 0.201
C 1.334613 5.095913 2.779553 -0.1363 -0.2403 -0.0032 -0.617
C 0.984404 2.803595 1.856242 -0.1405 0.0542 0.0686 -0.912
H -1.226986 5.090004 3.013489 0.0610 0.0146 0.0125 0.287
H 1.902392 5.448713 1.892928 0.0360 0.0183 0.1899 0.165
H 2.054216 4.751776 3.527090 0.1528 0.1102 -0.0904 0.327
H 0.769553 5.932990 3.182126 0.0068 0.0188 -0.0024 0.310
H 0.558052 2.633973 0.865136 -0.0203 -0.0631 0.0130 0.302
H 0.709516 1.962581 2.494026 0.0448 -0.0779 -0.0744 0.355
H 2.066843 2.867203 1.786824 0.0169 0.0467 0.0760 0.300
O 3.495284 6.662695 1.323691 0.9091 0.6776 -0.3302 -0.786
V 4.135802 6.396542 -0.179589 -1.2783 -1.3531 -0.4247 1.811
O 4.912098 6.302910 -1.610038 0.4740 0.7837 0.7062 -0.722
C 5.081453 0.148598 3.718692 0.2164 0.1438 0.2558 -0.334
Cl 3.820736 0.575456 2.541845 -0.0177 -0.1097 -0.0452 -0.132
Cl 5.045299 -1.536434 4.218683 -0.0308 0.0455 -0.0640 -0.117
H 6.046705 0.356917 3.274058 -0.0273 -0.0329 -0.0946 0.302
H 4.930927 0.763849 4.597332 -0.0587 0.0006 -0.0001 0.290
C 9.678942 9.325838 -1.481550 0.0382 0.0984 -0.0451 -1.409
C 8.420201 8.562318 -1.877827 0.5404 0.0369 0.2994 0.319
C 7.360631 9.432126 -2.634084 -0.3913 -0.1198 -0.2556 -0.601
O 6.627860 10.300045 -1.820982 0.1376 0.0098 0.0625 -0.365
C 7.265364 11.526950 -1.484955 -0.1195 0.0867 0.0806 -0.657
N 7.835345 7.945379 -0.704262 -0.7672 0.3011 -0.3407 -0.585
H 9.519672 9.965823 -0.613799 -0.0500 0.0111 -0.0135 0.293
H 10.470223 8.624130 -1.222441 -0.0282 -0.0347 0.0204 0.369
H 10.035808 9.945629 -2.303689 -0.0098 0.0022 -0.0071 0.364
H 8.718862 7.768360 -2.566757 -0.1756 0.0239 -0.1138 0.389
H 6.628378 8.750601 -3.072587 0.0098 -0.0413 0.0497 0.331
H 7.838444 9.972031 -3.459836 0.2043 -0.0036 0.1116 0.428
H 7.888807 11.891342 -2.303248 0.0370 -0.0495 -0.0028 0.322
H 7.864613 11.418598 -0.578156 0.0790 0.0141 -0.0507 0.260
H 6.483892 12.256757 -1.284380 -0.0450 -0.0347 -0.0325 0.262
H 7.062443 7.351989 -0.987626 0.1378 -0.3151 -0.0493 0.271
H 7.406143 8.678431 -0.141934 0.3134 -0.0484 0.2902 0.353
Cl -2.106143 -5.629092 4.234121 -0.1170 -0.0061 -0.0995 -0.213
C -0.536750 -5.385673 5.082907 0.0990 -0.0669 0.1141 -0.177
C -0.741017 -5.001796 6.518520 0.0086 -0.0667 0.0654 -0.509
Cl -1.455628 -3.364321 6.675298 -0.0592 0.0012 -0.0507 -0.216
H 0.020389 -4.630380 4.538144 -0.0565 0.0160 -0.0596 0.010
H 0.015604 -6.319479 5.007507 0.0734 0.0377 -0.0910 0.355
H 0.220848 -4.981253 7.025894 0.0359 0.0556 -0.0573 0.341
H -1.391976 -5.698755 7.039142 -0.0823 0.0603 -0.0148 0.342
Ca -6.812737 -5.798273 -1.985132 -0.5350 1.5039 -1.5523 1.860
O -2.154702 -0.714068 8.987795 -0.0386 0.0348 -0.0652 -0.607
H -2.831521 -1.208280 9.459918 0.0132 0.0083 0.0274 0.315
H -1.941227 -1.264893 8.227857 0.0485 -0.0395 0.0730 0.313
```
Positions in Å, forces in eV/Å.

Output
* total charge: +2
* relative energy (zero: lowest compared OMol25 entry of this formula, charge and spin): 0.0 kcal per mole


We obtain gap between HOMO and LUMO values of 9.80, 1.78 eV for the records listed above, in that order.
We obtain E values of -7336.03658, -7663.43312 a.u. for the records listed above, in that order.